The following is a DFT calculation (ωB97M-V/def2-TZVPD) of a molecular structure, C24H40N7NiSSi.

LUMO level (alpha / beta) (eV): -2.361 / -2.452
DFT total energy (Ha): -3517.69174
Spin multiplicity: 1
Orbital gap (alpha / beta) (eV): 7.920 / 7.816
HOMO (alpha / beta) (eV): -10.28 / -10.27
Net charge: +1

Geometry (Å):
Ni (-0.53991, -0.16266, 0.01275)
C (1.91298, -1.85632, -4.74286)
Si (2.55638, -2.89177, -3.32762)
C (2.93138, -4.61954, -3.92211)
C (4.07195, -2.12435, -2.56156)
C (1.20113, -3.03803, -2.00789)
C (0.59908, -4.25526, -1.69786)
C (-0.44099, -4.34353, -0.77059)
C (-0.83005, -3.20256, -0.10741)
N (-0.21874, -2.03538, -0.32791)
C (0.71243, -1.93698, -1.29681)
S (1.06786, -0.23432, -1.52689)
H (2.64749, -1.82700, -5.55131)
H (1.71543, -0.83196, -4.42629)
H (0.98908, -2.27433, -5.14935)
H (3.72970, -4.58231, -4.66679)
H (2.06843, -5.09107, -4.39750)
H (3.27417, -5.26853, -3.11309)
H (4.86047, -2.02068, -3.31048)
H (4.46144, -2.74781, -1.75391)
H (3.85968, -1.13469, -2.15326)
H (0.91952, -5.15967, -2.20134)
H (-0.93796, -5.28183, -0.56943)
H (-1.63321, -3.20258, 0.61563)
C (-1.44928, -2.62316, 3.20958)
N (-0.27455, -1.77028, 3.22269)
C (0.93618, -2.40085, 3.72269)
C (-0.32391, -0.46694, 2.87866)
N (-1.13264, -0.03799, 1.90924)
C (-1.74687, 1.22795, 2.13592)
C (-2.36774, 1.55035, 3.33208)
C (-3.02338, 2.76587, 3.47588)
C (-3.08526, 3.63943, 2.40175)
C (-2.47947, 3.31516, 1.19430)
C (-1.78353, 2.11853, 1.05997)
N (-1.17061, 1.63566, -0.10823)
C (-0.99068, 2.41906, -1.17822)
N (-1.24604, 1.93483, -2.40055)
C (-2.14892, 0.81179, -2.60410)
C (-0.46848, 2.30204, -3.57661)
N (-0.51994, 3.68096, -1.07363)
C (-0.94410, 4.75589, -1.95985)
C (0.30083, 4.09507, 0.05149)
N (0.50616, 0.36866, 3.55060)
C (1.01817, 1.57729, 2.93285)
C (0.72389, 0.25609, 4.98260)
H (-1.68827, -2.91520, 4.23606)
H (-1.26589, -3.53232, 2.63959)
H (-2.28590, -2.08315, 2.77724)
H (1.08134, -3.34714, 3.19778)
H (0.86127, -2.61223, 4.79087)
H (1.80056, -1.76933, 3.53547)
H (-2.35966, 0.83240, 4.14471)
H (-3.51126, 3.01416, 4.40844)
H (-3.62462, 4.57258, 2.49363)
H (-2.57279, 3.99117, 0.35428)
H (-2.83438, 0.72408, -1.76619)
H (-1.58871, -0.11968, -2.71886)
H (-2.71679, 0.99139, -3.51814)
H (0.41503, 2.86448, -3.28695)
H (-1.05938, 2.88607, -4.28365)
H (-0.13700, 1.38321, -4.06150)
H (-1.76308, 4.42423, -2.59172)
H (-0.12558, 5.11208, -2.58766)
H (-1.29462, 5.59186, -1.35059)
H (0.75435, 3.22309, 0.51406)
H (-0.28324, 4.63611, 0.79974)
H (1.09022, 4.74819, -0.32092)
H (1.01720, 1.45279, 1.85105)
H (2.04706, 1.72387, 3.26521)
H (0.42809, 2.45842, 3.19798)
H (0.11826, -0.54767, 5.39138)
H (0.41788, 1.19205, 5.45759)
H (1.77235, 0.07229, 5.22589)

The following is a DFT calculation (ωB97M-V/def2-TZVPD) of 3 unconnected molecules or ions with the total composition C24H40O8.

LUMO level (eV): -0.301
DFT total energy (Ha): -1540.35001
Relative energy (zero: lowest compared OMol25 entry of this formula, charge and spin) (kcal per mole): 0.0
Spin multiplicity: 1
Orbital gap (eV): 9.112
HOMO (eV): -9.41

Geometry (Å):
C (-2.90972, 5.41248, 1.99988)
C (-2.62378, 5.01007, 0.56220)
O (-1.23855, 4.69481, 0.34444)
C (-0.98026, 4.45792, -0.98904)
O (-0.30706, 5.19629, -1.58263)
C (-1.56490, 3.18749, -1.60016)
C (-2.63835, 3.48574, -2.66889)
C (-3.35972, 2.17940, -3.17809)
C (-4.72916, 2.13954, -2.55036)
C (-5.23630, 1.39637, -1.57224)
C (-4.56028, 0.30702, -0.76676)
C (-3.88356, 0.76554, 0.55390)
C (-2.68042, -0.19132, 0.84076)
C (-1.48662, -0.03692, -0.13204)
C (-0.72455, -1.35844, -0.45083)
O (0.61836, -1.26056, -0.00632)
C (0.71608, -1.32557, 1.40423)
C (-6.68201, 1.85079, -1.47519)
O (-7.45852, 1.42023, -0.75048)
O (-6.94577, 2.81745, -2.40845)
C (-5.78681, 3.06303, -3.11208)
O (-5.64611, 3.80881, -3.97782)
H (-2.67815, 4.61820, 2.71855)
H (-3.99349, 5.58925, 2.07312)
H (-2.41725, 6.35425, 2.26639)
H (-2.91747, 5.79040, -0.15747)
H (-3.22710, 4.10798, 0.34165)
H (-2.08901, 2.66250, -0.79257)
H (-0.74935, 2.56446, -1.98498)
H (-2.25379, 4.08966, -3.49644)
H (-3.39527, 4.09246, -2.14728)
H (-3.43501, 2.29517, -4.26611)
H (-2.78830, 1.26899, -2.96923)
H (-3.87154, -0.22988, -1.43134)
H (-5.35186, -0.41424, -0.51257)
H (-4.59956, 0.57752, 1.36570)
H (-3.60738, 1.82559, 0.57247)
H (-2.35388, -0.05190, 1.88028)
H (-3.09219, -1.20959, 0.74955)
H (-1.85192, 0.37129, -1.08019)
H (-0.78765, 0.68949, 0.30084)
H (-0.66588, -1.44477, -1.54564)
H (-1.23452, -2.26813, -0.09090)
H (0.23914, -2.24477, 1.78342)
H (1.78456, -1.31563, 1.64865)
H (0.26682, -0.46110, 1.92543)
C (5.10610, -0.67689, -0.88172)
C (6.17309, -1.49606, -0.17201)
C (5.89597, -1.17287, 1.28735)
O (4.49004, -0.92209, 1.39537)
C (3.93455, -0.79533, 0.07796)
H (4.87153, -1.03379, -1.88391)
H (5.42587, 0.36579, -0.95673)
H (6.00811, -2.56144, -0.35767)
H (7.19062, -1.25156, -0.47547)
H (6.42656, -0.26796, 1.60184)
H (6.17252, -1.98821, 1.95874)
H (3.34288, -1.69393, -0.12586)
H (3.27263, 0.07059, 0.04291)
C (5.09417, -6.13064, 1.35476)
C (5.10215, -5.06419, 2.43994)
C (3.86712, -4.25096, 2.08616)
O (2.93878, -5.15850, 1.47873)
C (3.60559, -6.38938, 1.18321)
H (5.65387, -7.02839, 1.61571)
H (5.51304, -5.72373, 0.43028)
H (4.97604, -5.53091, 3.42044)
H (6.01285, -4.46591, 2.46301)
H (4.10094, -3.46813, 1.35867)
H (3.40557, -3.78559, 2.95813)
H (3.25068, -7.14618, 1.89148)
H (3.34677, -6.71109, 0.17332)

The following is a DFT calculation (ωB97M-V/def2-TZVPD) of a molecular structure, C24H41BrCl5NO3PS.

LUMO level (eV): -4.040
DFT total energy (Ha): -6833.74091
Spin multiplicity: 1
Orbital gap (eV): 6.491
HOMO (eV): -10.53
Net charge: +1

Geometry (Å):
C (5.86225, -2.04401, 0.20874)
C (4.33393, -1.80716, 0.02499)
C (3.76762, -2.49638, -1.24193)
C (2.72633, -3.60120, -0.98531)
C (1.66671, -3.26530, 0.06147)
C (0.88166, -1.97851, -0.22914)
C (0.38007, -1.32074, 1.05993)
C (-0.48095, -0.06642, 0.92831)
C (-1.85418, -0.07306, 0.24087)
C (-2.99047, -1.06808, 0.79742)
Cl (-3.65310, -0.36674, 2.35888)
C (-2.61958, -2.49428, 1.29163)
C (-3.94524, -3.17158, 1.78418)
Cl (-1.91883, -3.63531, 0.12133)
O (-2.33646, 1.22596, 0.82665)
C (-3.04051, 2.04479, 0.05883)
O (-3.46209, 3.05797, 0.42230)
C (-3.12421, 1.41965, -1.40747)
P (-3.10482, 3.01597, -2.41012)
S (-2.47274, 3.09533, -4.22859)
C (-4.57454, 0.90112, -1.46720)
Cl (-5.56493, 0.92696, -0.00932)
C (-5.16823, 0.47471, -2.56145)
C (-4.56159, 0.44354, -3.92224)
Cl (-6.81339, -0.08085, -2.51831)
C (-1.96434, 0.40980, -1.27139)
Br (-2.41662, -1.33727, -2.18366)
C (-0.57909, 0.75182, -1.97613)
Cl (-0.51156, 0.37102, -3.73698)
C (-0.06314, 2.18086, -1.73587)
C (1.47421, 2.13580, -1.54883)
H (6.32216, -2.26965, -0.74977)
H (6.02310, -2.84470, 0.92920)
H (6.32302, -1.14836, 0.63034)
H (3.83894, -2.10733, 0.94903)
H (4.19518, -0.72684, -0.08490)
H (4.59450, -2.84766, -1.85726)
H (3.28022, -1.71759, -1.83578)
H (2.28117, -3.89370, -1.93744)
H (3.27096, -4.48519, -0.63444)
H (2.07785, -3.24146, 1.07173)
H (0.93705, -4.07823, 0.04476)
H (0.10969, -2.17957, -0.96992)
H (1.56872, -1.26262, -0.70284)
H (1.29477, -1.01288, 1.58828)
H (-0.02008, -2.10590, 1.70072)
H (0.15883, 0.72074, 0.52676)
H (-0.70774, 0.27465, 1.94183)
H (-3.84895, -1.13762, 0.13971)
H (-2.04012, -2.37943, 2.20199)
H (-4.12404, -2.99980, 2.83880)
H (-4.77671, -2.79704, 1.18544)
H (-3.90624, -4.23959, 1.58505)
H (-4.43806, 3.47351, -2.33858)
H (-2.37118, 3.93205, -1.62390)
H (-4.95838, -0.41887, -4.45687)
H (-3.47945, 0.46268, -3.95670)
H (-4.91652, 1.31229, -4.48307)
H (0.19156, 0.10053, -1.58422)
H (-0.22598, 2.84636, -2.58078)
H (-0.49754, 2.63010, -0.83534)
H (1.87867, 1.69631, -2.46263)
H (1.76226, 1.45159, -0.74386)
H (1.90315, 3.11700, -1.36375)
C (0.77450, 2.85469, 2.90186)
C (2.20070, 2.99326, 2.51762)
O (2.62009, 3.15783, 1.42433)
N (3.24489, 3.00320, 3.60386)
C (4.25964, 1.90114, 3.45201)
H (0.15666, 2.97896, 2.01676)
H (0.60384, 1.86184, 3.32642)
H (0.50374, 3.61946, 3.63456)
H (2.82313, 3.01729, 4.53297)
H (3.75415, 3.87402, 3.42778)
H (3.76082, 0.94561, 3.59118)
H (5.01481, 2.04520, 4.22042)
H (4.71002, 1.97530, 2.46705)